(1)
Computed, not measured: a 2-piece molecular cluster, CH5N4O2 overall in a non-equilibrium geometry, with wB97M-V/def2-TZVPD.

Atoms and positions in Å:
H 1.7368 0.9342 0.5050
C 0.0676 -0.1018 0.0136
O 0.1346 -1.9309 -1.3146
H -1.2797 -1.2937 -0.2298
H 0.1765 1.4992 1.2350
N 1.3981 -4.2216 -1.6695
N 0.7211 -0.8702 -0.8972
O 0.7295 -4.4642 -2.5194
N 0.8071 0.7382 0.7428
H -1.7067 0.0177 0.9331
N -1.1710 -0.3148 0.1489
H 1.7485 -0.8960 -1.0270

Force components x, y, z for each atom (eV/Å):
H 1.289 0.534 -0.267
C 4.087 1.240 0.602
O -0.364 -0.511 -0.544
H -1.135 0.993 0.210
H 2.451 -1.844 -1.161
N 0.931 0.488 1.470
N 1.261 -0.952 -0.424
O -1.051 -0.344 -1.360
N -4.259 2.041 1.426
H -0.103 -0.010 0.009
N -2.335 -2.291 -0.217
H -0.771 0.655 0.255

Summary:
Total charge: +1

=====

(2)
Computed, not measured: a 2-piece molecular cluster, CH5N4O3 overall in a non-equilibrium geometry, with wB97M-V/def2-TZVPD.

Atoms and positions in Å:
H -3.1806 0.8756 -0.5546
H 1.8190 0.7519 -1.6975
N -2.9293 -0.0625 -0.7655
O 0.1558 -2.1476 -0.2023
N 0.3793 0.0618 -0.1192
H 2.9188 0.7152 -0.2992
N -2.1313 -0.6038 0.0598
H -1.9100 -0.1340 0.9197
O 1.0235 1.2695 -0.0268
O 2.0080 -1.2926 0.7667
N 2.1945 1.2258 -0.8467
H -0.6773 -1.5846 -0.4775
C 0.9599 -1.1320 0.1901

Force components x, y, z for each atom (eV/Å):
H -0.341 1.484 0.984
H 0.998 -0.100 0.939
N 2.060 -2.407 0.865
O -1.703 0.934 -0.525
N -2.691 -1.882 -1.107
H -1.074 -0.246 -0.998
N -2.289 -0.056 -2.463
H 0.280 1.211 0.401
O 1.836 0.088 0.751
O 2.094 -0.992 0.689
N -0.014 0.772 -0.109
H 1.513 -1.681 0.510
C -0.670 2.875 0.063

Summary:
Total charge: -1

=====

(3)
Computed, not measured: a 2-piece molecular cluster, CH5N4OS overall in a non-equilibrium geometry, with wB97M-V/def2-TZVPD.

Atoms and positions in Å:
N 5.5125 0.1792 -0.7287
O 5.5257 1.0542 -0.0041
N 0.3734 0.5578 1.2055
C 0.2277 -0.1835 0.1025
H -1.3320 -0.7954 -1.0719
H -1.4615 0.7808 -0.8286
H 1.1867 -1.6149 -1.1201
N 1.2156 -1.0347 -0.2842
S 2.6115 -1.3005 0.5648
H 0.7868 0.0571 1.9675
H -0.4571 1.1635 1.3568
N -0.8101 0.0085 -0.7891

Force components x, y, z for each atom (eV/Å):
N -0.256 0.002 0.172
O 0.131 -0.003 -0.085
N -1.925 0.095 -1.378
C -0.443 0.692 -1.600
H 0.373 -0.858 -0.498
H 0.534 0.466 0.857
H -0.873 0.588 -0.071
N -0.282 -0.401 0.453
S 0.482 -0.012 0.515
H 0.666 0.358 0.660
H 1.100 -0.692 0.489
N 0.493 -0.236 0.487

Summary:
Total charge: +1

=====

(4)
Computed, not measured: a 2-piece molecular cluster, CH5N4S overall in a non-equilibrium geometry, with wB97M-V/def2-TZVPD.

Atoms and positions in Å:
N 1.0913 1.1145 -0.5064
H 1.8960 -1.9995 0.9115
N -1.2955 -0.8912 -0.1023
H 0.6642 0.0541 1.1913
H 0.4989 1.8954 -0.2513
N -2.4144 -0.7925 -0.1647
C 1.2028 0.0649 0.2523
N -3.5390 -0.4594 -0.1406
S 2.1477 -1.2650 -0.1776
H 1.5546 1.1648 -1.4072
H -4.3390 -1.0065 -0.3942

Force components x, y, z for each atom (eV/Å):
N 0.135 -0.203 0.026
H -0.126 0.067 0.140
N 0.485 -0.410 -0.114
H 0.038 0.078 -0.035
H 0.058 -0.122 0.072
N 1.717 -0.587 0.013
C -0.069 0.185 -0.006
N -2.532 1.674 0.331
S 0.220 0.005 -0.254
H -0.048 0.049 0.066
H 0.121 -0.736 -0.239

Summary:
Total charge: +1

=====

Number 1: electronic energy -11162.07860 eV. Number 2: electronic energy -13217.05230 eV. Number 3: electronic energy -19951.35200 eV. Number 4: electronic energy -17904.58275 eV.